No. 1
Entry from the OMol25 dataset: 16 unconnected molecules or ions with the total composition C30H92O16 at a distorted geometry (the ωB97M-V functional and the def2-TZVPD basis).

Summary:
HOMO, Eh: -0.352
LUMO, eV: 0.254
Strongest force on any atom, Eh/bohr: 0.0849
DFT total energy, eV: -65358.4398

Each line ends with the Mulliken charge.
Cartesian coordinates (Å):
O  4.719  -0.986  0.452  -0.685
H  5.479  -0.986  -0.130  0.224
H  4.218  -1.759  0.193  0.278
O  -3.973  -1.002  0.837  -0.668
H  -3.740  -0.982  -0.091  0.474
H  -4.057  -1.933  1.043  0.303
O  4.679  0.476  -2.056  -0.555
H  4.129  0.390  -1.277  0.297
H  5.502  0.050  -1.817  0.211
O  3.601  -2.880  -1.213  -0.226
H  2.845  -2.740  -1.783  0.161
H  4.193  -3.426  -1.731  0.149
O  -4.477  1.593  1.910  -0.656
H  -3.893  2.288  2.215  0.611
H  -3.888  0.898  1.615  0.168
O  1.598  -3.559  -3.198  -0.597
H  1.091  -4.309  -2.887  0.393
H  1.040  -3.149  -3.858  0.217
C  -4.723  -1.693  -3.719  -1.425
C  -3.582  -2.059  -2.674  0.753
C  -2.187  -2.251  -3.297  -0.971
O  -3.435  -0.964  -1.819  -0.292
H  -5.367  -0.963  -3.230  0.401
H  -5.334  -2.590  -3.825  0.411
H  -4.293  -1.279  -4.631  0.337
H  -3.897  -2.852  -1.995  0.205
H  -1.370  -2.369  -2.584  -0.085
H  -1.849  -1.490  -3.999  0.414
H  -2.380  -3.237  -3.720  0.322
H  -3.900  -0.236  -2.238  0.055
C  1.312  3.340  7.169  -1.260
C  2.736  3.574  6.732  0.529
C  2.910  3.960  5.213  -1.099
O  3.239  4.564  7.623  -0.572
H  1.212  3.285  8.253  0.364
H  0.972  2.449  6.642  0.317
H  0.545  4.058  6.879  0.322
H  3.367  2.733  7.017  0.190
H  2.376  4.871  4.942  0.252
H  2.737  3.027  4.676  0.214
H  3.961  4.139  4.989  0.493
H  4.137  4.826  7.407  0.296
C  1.534  1.468  0.215  -1.350
C  0.585  0.852  -0.900  0.934
C  0.360  -0.657  -0.748  -0.026
O  -0.557  1.673  -0.837  0.947
H  1.417  2.552  0.195  0.172
H  2.574  1.243  -0.018  0.050
H  1.304  1.064  1.201  0.445
H  0.977  1.135  -1.877  -0.574
H  -0.672  -0.991  -0.862  -0.142
H  0.762  -1.049  0.186  0.256
H  0.832  -1.246  -1.535  -0.092
H  -0.799  1.689  0.092  -0.396
C  -0.885  -5.398  -0.657  -0.797
C  -1.035  -6.336  -1.894  0.470
C  -2.571  -6.448  -2.361  -1.299
O  -0.352  -5.636  -2.921  -0.526
H  -1.289  -4.403  -0.848  -0.109
H  0.140  -5.238  -0.323  0.223
H  -1.410  -5.876  0.169  0.462
H  -0.514  -7.285  -1.766  0.240
H  -3.385  -6.845  -1.754  0.364
H  -2.629  -6.862  -3.367  0.473
H  -2.867  -5.412  -2.523  0.223
H  -0.938  -5.734  -3.675  0.234
C  -0.422  4.690  2.440  -1.369
C  -1.001  3.307  2.660  2.120
C  -0.634  2.336  3.830  -1.369
O  -2.418  3.359  2.509  -0.607
H  0.654  4.639  2.272  0.338
H  -0.361  5.408  3.257  0.451
H  -0.871  5.186  1.579  0.287
H  -0.649  2.657  1.859  -1.298
H  -1.374  1.677  4.284  0.376
H  -0.106  2.901  4.598  0.281
H  0.288  1.791  3.624  0.303
H  -2.870  3.771  3.249  0.289
C  0.453  4.752  -3.490  -1.275
C  0.643  5.017  -1.998  0.916
C  0.885  6.616  -1.851  -1.491
O  -0.459  4.581  -1.377  -0.460
H  1.362  5.115  -3.970  0.536
H  -0.479  5.153  -3.889  0.225
H  0.429  3.672  -3.630  0.152
H  1.506  4.444  -1.662  0.161
H  1.128  6.931  -0.836  0.363
H  0.058  7.293  -2.063  0.355
H  1.663  6.885  -2.565  0.381
H  -0.365  3.625  -1.371  -0.040
C  2.262  -5.054  3.297  -0.911
C  3.106  -4.012  2.391  0.440
C  4.073  -4.707  1.371  -1.180
O  2.148  -3.272  1.700  -0.236
H  2.823  -5.421  4.157  0.384
H  2.021  -5.894  2.646  0.332
H  1.342  -4.577  3.636  -0.074
H  3.640  -3.268  2.983  0.271
H  4.674  -5.514  1.787  0.401
H  4.828  -4.000  1.026  0.377
H  3.542  -5.227  0.573  0.195
H  2.577  -2.831  0.964  0.073
C  -1.441  -2.189  3.054  -1.010
C  -1.671  -3.245  4.237  0.730
C  -1.631  -2.522  5.547  -1.434
O  -2.868  -3.794  3.944  -0.531
H  -1.756  -2.524  2.066  0.100
H  -0.384  -1.969  2.907  0.377
H  -2.101  -1.336  3.215  0.360
H  -0.874  -3.985  4.176  -0.021
H  -0.689  -1.977  5.621  0.345
H  -1.675  -3.338  6.269  0.410
H  -2.383  -1.746  5.686  0.312
H  -3.134  -4.412  4.628  0.333
C  1.412  0.257  -4.925  -0.580
C  2.952  0.454  -5.180  0.258
C  3.477  1.881  -4.888  -1.149
O  3.667  -0.495  -4.544  -0.528
H  1.189  0.424  -3.871  -0.288
H  0.956  -0.622  -5.380  0.412
H  0.850  1.044  -5.429  0.464
H  3.255  0.252  -6.207  0.286
H  4.335  2.052  -5.538  0.338
H  3.653  2.043  -3.825  0.257
H  2.889  2.750  -5.183  0.325
H  3.888  -0.207  -3.655  0.371
C  -2.540  2.664  -3.214  -1.252
C  -3.537  2.405  -2.091  1.424
C  -4.188  3.722  -1.713  -1.593
O  -4.569  1.512  -2.412  -0.683
H  -2.118  3.661  -3.347  0.135
H  -3.040  2.600  -4.180  0.643
H  -1.794  1.869  -3.194  -0.041
H  -2.958  2.048  -1.240  -0.350
H  -3.494  4.400  -1.215  0.233
H  -5.036  3.583  -1.043  0.470
H  -4.452  4.166  -2.673  0.416
H  -5.116  1.458  -1.625  0.312

***

No. 2
Entry from the OMol25 dataset: 2 unconnected molecules or ions with the total composition C5H10N2O (the ωB97M-V functional and the def2-TZVPD basis).

Summary:
HOMO, Eh: -0.298
Structure (SMILES): [H]/N=C\C=C.C=C(N)O
LUMO, eV: 0.586
Strongest force on any atom, Eh/bohr: 0.0118
DFT total energy, eV: -10373.2173

Each line ends with the Mulliken charge.
Cartesian coordinates (Å):
C  -1.602  -0.268  0.130  0.659
N  -2.166  0.011  1.362  -0.557
C  -1.057  -1.432  -0.213  -1.023
O  -1.703  0.800  -0.718  -0.515
H  -1.413  0.535  -1.598  0.332
H  -2.240  0.998  1.551  0.255
H  -1.779  -0.521  2.126  0.253
H  -0.998  -2.241  0.486  0.273
H  -0.707  -1.614  -1.213  0.324
C  1.527  -0.179  0.613  -0.041
C  1.426  0.829  -0.438  0.184
C  1.718  0.581  -1.710  -0.881
N  1.324  -0.016  1.849  -0.671
H  1.050  0.935  2.104  0.243
H  1.830  -1.171  0.300  0.389
H  1.104  1.816  -0.127  0.207
H  1.646  1.336  -2.475  0.296
H  2.040  -0.398  -2.028  0.271

***

No. 3
Entry from the OMol25 dataset: 2 unconnected molecules or ions with the total composition C5H11NOS at a distorted geometry (the ωB97M-V functional and the def2-TZVPD basis).

Summary:
HOMO, Eh: -0.324
Structure (SMILES): C=C(C)C.CSN=O
LUMO, eV: 0.022
Strongest force on any atom, Eh/bohr: 0.0900
DFT total energy, eV: -19732.1889

Each line ends with the Mulliken charge.
Cartesian coordinates (Å):
C  -1.769  -1.286  1.138  -1.047
C  -1.462  -0.056  1.545  0.989
C  -0.327  0.263  2.489  -1.427
C  -2.062  1.127  0.833  -1.177
C  2.652  0.181  -3.225  -0.841
N  1.311  -1.167  -1.428  0.193
O  2.446  -1.313  -1.005  -0.411
S  0.940  -0.201  -2.696  0.100
H  -1.238  -2.158  1.368  0.312
H  -2.760  -1.417  0.779  0.276
H  -0.525  0.999  3.148  0.444
H  0.512  0.662  1.881  0.282
H  -0.009  -0.582  3.002  0.369
H  -2.942  0.830  0.327  0.386
H  -1.271  1.562  0.241  0.264
H  -2.300  1.872  1.594  0.331
H  3.286  -0.116  -2.463  0.356
H  2.748  1.170  -3.319  0.328
H  2.769  -0.368  -4.210  0.275

***

No. 4
Entry from the OMol25 dataset: C4H11NO2 in the gas phase at a distorted geometry (the ωB97M-V functional and the def2-TZVPD basis).

Summary:
HOMO, Eh: -0.347
Structure (SMILES): C[C@H](N)CC(O)O
LUMO, eV: 0.922
Strongest force on any atom, Eh/bohr: 0.0808
DFT total energy, eV: -9910.5455

Each line ends with the Mulliken charge.
Cartesian coordinates (Å):
C  -1.544  0.779  -0.563  -0.032
C  0.667  -0.011  0.575  0.195
C  0.039  0.219  -0.802  -0.993
C  2.099  -0.548  0.454  -1.473
N  -0.214  -0.893  1.357  -0.561
O  -1.667  2.013  -1.125  -0.544
O  -2.373  -0.183  -1.091  -0.530
H  -3.086  -0.285  -0.437  0.354
H  -0.889  1.810  -1.787  0.426
H  -1.704  0.885  0.520  0.424
H  0.694  0.950  1.103  0.275
H  -0.210  -1.827  0.957  0.245
H  0.148  -0.971  2.303  0.269
H  0.694  0.849  -1.412  0.576
H  -0.032  -0.741  -1.324  0.280
H  2.103  -1.506  -0.070  0.322
H  2.730  0.142  -0.102  0.380
H  2.543  -0.682  1.443  0.387

***

No. 5
Entry from the OMol25 dataset: C6H10 in the gas phase (the ωB97M-V functional and the def2-TZVPD basis).

Summary:
HOMO, Eh: -0.342
Structure (SMILES): C[C@@]12CC[C@@H]1C2
LUMO, eV: 1.180
Strongest force on any atom, Eh/bohr: 0.0063
DFT total energy, eV: -6382.5627

Each line ends with the Mulliken charge.
Cartesian coordinates (Å):
C  -1.550  0.422  -1.051  -1.398
C  -0.374  -0.092  -0.257  0.972
C  -0.424  -1.149  0.806  -0.677
C  0.089  0.216  1.163  -0.407
C  1.525  0.403  0.685  -0.573
C  1.073  -0.002  -0.746  -0.838
H  -2.196  1.047  -0.428  0.320
H  -2.150  -0.391  -1.467  0.297
H  -1.222  1.046  -1.896  0.353
H  -1.401  -1.399  1.214  0.291
H  0.266  -1.994  0.765  0.193
H  -0.409  0.803  1.931  0.350
H  1.831  1.452  0.722  0.261
H  2.300  -0.206  1.167  0.266
H  1.479  -0.938  -1.146  0.266
H  1.201  0.796  -1.482  0.325

***

No. 6
Entry from the OMol25 dataset: a molecular structure, C22H18F8N8O2S2SbTi (the ωB97M-V functional and the def2-TZVPD basis).

Summary:
HOMO (spin up / spin down), Eh: -0.525 / -0.526
Net charge: +2
LUMO (spin up / spin down), eV: -7.696 / -8.757
Strongest force on any atom, Eh/bohr: 0.0172
DFT total energy, eV: -112173.9648
Spin multiplicity: 2

Each line ends with the Mulliken charge.
Cartesian coordinates (Å):
Ti  -0.017  0.273  0.692  -0.839
O  -0.881  -4.049  0.750  -0.663
C  -1.257  -4.201  -0.511  0.685
C  -1.753  -5.448  -0.889  -0.923
C  -2.175  -5.643  -2.180  -0.345
C  -2.124  -4.610  -3.148  -0.805
C  -1.644  -3.388  -2.803  -0.635
C  -1.182  -3.143  -1.477  0.593
C  -0.686  -1.868  -1.121  0.536
O  -0.168  -1.610  0.047  0.298
N  -0.784  -0.854  -2.008  -0.842
N  -0.422  0.310  -1.471  0.917
C  -0.624  1.330  -2.341  0.032
S  -1.316  1.022  -3.871  0.090
C  -1.584  2.773  -4.265  -0.604
C  -0.461  3.568  -3.640  -0.646
S  -0.195  2.934  -1.957  0.180
H  -0.635  -3.119  0.901  0.090
H  -1.803  -6.230  -0.145  0.532
H  -2.564  -6.612  -2.464  0.431
H  -2.468  -4.803  -4.154  0.467
H  -1.595  -2.585  -3.524  0.507
H  -2.560  3.055  -3.871  0.347
H  -1.590  2.870  -5.349  0.438
H  -0.708  4.625  -3.553  0.440
H  0.476  3.459  -4.185  0.340
F  0.111  5.427  2.039  -0.317
C  0.798  4.399  1.552  0.209
C  0.151  3.188  1.366  -0.655
C  0.882  2.119  0.855  1.202
C  2.241  2.258  0.541  -0.158
C  2.830  3.499  0.737  0.717
F  4.122  3.688  0.453  -0.315
C  2.129  4.581  1.236  -0.847
C  2.912  1.042  0.072  0.501
C  4.240  0.943  -0.320  -1.294
C  4.744  -0.286  -0.709  -0.486
C  3.914  -1.394  -0.697  -1.056
C  2.603  -1.227  -0.306  -0.355
N  2.098  -0.040  0.068  0.943
H  -0.899  3.122  1.618  0.594
H  2.617  5.535  1.384  0.557
H  4.871  1.815  -0.313  0.609
H  5.778  -0.375  -1.014  0.476
H  4.266  -2.374  -0.984  0.492
H  1.930  -2.069  -0.284  0.714
F  -1.687  1.139  0.850  -0.285
Sb  -3.596  0.292  1.470  2.258
F  -2.559  -1.250  1.122  -0.704
F  -3.924  0.412  -0.360  -0.566
F  -5.150  -0.563  1.954  -0.480
F  -4.089  2.058  1.725  -0.505
F  -2.785  0.271  3.158  -0.585
N  -0.189  0.498  5.759  -0.603
N  0.148  -0.149  4.598  0.915
N  0.693  -1.353  4.593  -0.916
C  0.920  -1.548  3.310  -0.284
N  0.530  -0.480  2.594  0.585
N  0.046  0.415  3.452  -0.115
H  -0.271  -0.197  6.495  0.344
H  -1.068  0.990  5.619  0.295
H  1.361  -2.443  2.905  0.496